[1]
122
Properties=species:S:1:pos:R:3:lowdin_spin:R:1 method="wB97M-V/def2-TZVPD" s2=8.828 relative_energy_kj_mol=0.00 charge=-2 e_homo_ha="-0.0144 / -0.0732" energy_ev=-218886.6205 lumo_energy_ha="0.14047 / 0.12901" homo_lumo_gap_ev="4.2 / 5.5" multiplicity=6
Ru -0.11198 0.14413 -0.45593 1.28
C -1.62270 1.63236 2.33683 0.01
P -0.55544 1.87639 0.88057 0.02
C -1.47187 3.19457 -0.01178 0.08
N -2.02761 4.20221 0.69302 0.24
C -2.58453 5.19975 -0.05682 0.02
C -3.17299 6.30358 0.58189 0.07
C -3.74856 7.33902 -0.13905 0.06
C -3.74781 7.29621 -1.53246 0.05
C -3.16542 6.22344 -2.18970 0.07
C -2.56709 5.16423 -1.48534 0.02
N -2.00353 4.12713 -2.17011 0.24
C -1.49693 3.13707 -1.39738 0.10
P -0.84393 1.62604 -2.19767 0.08
C 0.06778 2.38893 -3.59861 0.02
C -2.34403 0.88970 -3.07379 0.01
C -3.22763 1.87984 -3.82915 0.00
C -3.17968 0.20585 -1.98978 0.02
C -1.82673 -0.15684 -4.06732 0.00
C 0.94638 2.77050 1.56202 0.00
C 1.89765 3.00092 0.38492 0.01
C 0.64011 4.10268 2.24123 0.00
C 1.62176 1.82348 2.55603 0.01
H -2.03292 2.59317 2.65084 0.00
H -1.07098 1.15801 3.14688 0.00
H -2.43466 0.96464 2.04384 0.00
H -3.15549 6.31457 1.66593 0.00
H -4.19523 8.17929 0.38083 0.00
H -4.20265 8.09893 -2.10252 0.00
H -3.15439 6.16593 -3.27260 0.00
H -0.55847 3.13573 -4.08701 0.00
H 0.40403 1.63099 -4.30621 0.00
H 0.95130 2.88686 -3.19427 0.00
H -3.59974 2.67479 -3.18838 0.00
H -4.07896 1.32793 -4.24857 0.00
H -2.69460 2.35318 -4.65650 0.00
H -3.59633 0.94173 -1.29711 0.00
H -2.59157 -0.50627 -1.40407 0.01
H -4.01056 -0.34049 -2.45220 0.00
H -1.30949 0.31724 -4.90428 0.00
H -2.67809 -0.71379 -4.47768 0.00
H -1.14824 -0.86202 -3.58814 0.00
H 1.42501 3.60823 -0.39396 0.00
H 2.21736 2.05190 -0.05340 0.01
H 2.79032 3.52553 0.74275 0.00
H 0.14282 4.80380 1.57400 0.00
H 1.58466 4.54404 2.58178 0.00
H -0.00469 3.97293 3.11366 0.00
H 1.74931 0.82846 2.12453 0.01
H 1.04268 1.73418 3.47921 0.00
H 2.61385 2.20560 2.81977 0.00
C -0.08465 -1.01405 1.07925 1.04
Ge -1.04629 -2.30983 2.04176 0.22
C -0.27965 -4.12603 1.80544 0.03
C 1.10675 -4.26380 1.92161 0.01
C 1.72691 -5.49258 1.75450 0.00
C 0.96735 -6.61937 1.45387 0.00
C -0.40893 -6.50302 1.33244 0.00
C -1.02332 -5.26562 1.51359 0.00
C -2.95233 -2.47612 1.58320 0.03
C -3.29403 -2.86287 0.28440 0.01
C -4.61953 -2.93486 -0.11970 0.00
C -5.63562 -2.61150 0.77059 0.00
C -5.31542 -2.20185 2.05639 0.00
C -3.98438 -2.13075 2.45377 0.01
C -0.91314 -2.07896 4.00130 0.02
C -1.60918 -2.86642 4.91875 0.00
C -1.47887 -2.66350 6.28651 0.00
C -0.63166 -1.67020 6.76257 0.00
C 0.08503 -0.89082 5.86613 0.00
C -0.06043 -1.09449 4.49848 0.01
H 1.71509 -3.38539 2.12133 0.00
H 2.80414 -5.56964 1.85057 0.00
H 1.44840 -7.58145 1.31718 0.00
H -1.00870 -7.37532 1.09634 0.00
H -2.10203 -5.19344 1.41640 0.00
H -2.50845 -3.09438 -0.42941 0.00
H -4.85902 -3.23180 -1.13432 0.00
H -6.67205 -2.66615 0.45814 0.00
H -6.10185 -1.92930 2.75100 0.00
H -3.75009 -1.79304 3.45776 0.00
H -2.26072 -3.65945 4.56279 0.00
H -2.03601 -3.28104 6.98235 0.00
H -0.52893 -1.50805 7.82951 0.00
H 0.75781 -0.12160 6.22759 0.00
H 0.49949 -0.48570 3.79478 0.01
Cl 3.16142 -2.30054 -4.61970 0.02
C 3.93194 -0.73418 -4.68812 0.11
C 4.92981 -0.54267 -5.62001 -0.01
C 5.56684 0.68957 -5.71291 0.14
C 5.19228 1.72296 -4.85293 -0.01
C 4.19661 1.52523 -3.92382 0.11
C 3.51191 0.28833 -3.80536 0.05
C 2.49507 0.13691 -2.85435 0.49
H 5.20762 -1.36195 -6.26995 0.00
H 6.34788 0.83862 -6.44723 0.01
H 5.68778 2.68413 -4.91035 0.00
H 3.91304 2.31922 -3.24429 0.00
H 2.19101 0.97369 -2.24536 0.02
H 1.93316 -0.77894 -2.75899 0.03
Se 3.51188 -0.77501 0.04308 0.08
C 4.33476 -0.24617 1.65544 0.01
C 3.88985 -0.70336 2.90529 0.01
C 4.51058 -0.28384 4.06606 0.00
N 5.55175 0.55477 4.11200 0.00
C 5.97745 0.99032 2.92281 0.00
C 5.42369 0.63460 1.70664 0.00
H 3.04443 -1.37969 2.95802 0.00
H 4.14408 -0.64137 5.02524 0.00
H 6.82292 1.67435 2.94425 0.00
H 5.82782 1.03756 0.78609 0.00
C 0.92897 -4.90017 -2.90346 0.00
N 0.00629 -3.83397 -2.58337 0.00
C 0.35411 -2.79405 -1.74486 0.01
N 1.41738 -2.94952 -0.96095 0.02
O -0.34865 -1.77186 -1.72868 0.04
H 0.43644 -5.59674 -3.58027 0.00
H 1.18713 -5.46044 -2.00208 0.00
H 1.85249 -4.54745 -3.37441 0.00
H -0.62163 -3.52235 -3.30521 0.00
H 1.99819 -3.76592 -0.98004 0.00
H 1.65859 -2.19403 -0.31385 0.01

[2]
126
Properties=species:S:1:pos:R:3:mulliken_charge:R:1 method="wB97M-V/def2-TZVPD" relative_energy_kj_mol=0.00 charge=+3 e_homo_ha="-0.4797 / -0.4797" energy_ev=-136045.0672 lumo_energy_ha="-0.25980 / -0.25985" homo_lumo_gap_ev="6.0 / 6.0" multiplicity=1
Pt -2.04735 -1.04608 2.07365 1.09
N -1.46447 -0.46616 0.19201 -0.89
S -0.21532 2.43214 -0.65440 0.51
N 1.39683 2.12284 -0.83033 0.31
S 2.12882 1.05211 -1.69617 1.28
N 1.80735 -0.46399 -1.84908 -0.06
S 1.40151 -1.65617 -0.75193 0.61
N -0.51374 -0.04762 -0.17192 0.64
C 2.65463 -1.44507 0.52223 1.36
C 3.86557 -2.12486 0.53631 -0.92
C 4.83377 -1.75381 1.45825 -0.97
C 4.57827 -0.74845 2.38145 -0.90
C 3.33004 -0.14020 2.41788 -0.93
C 2.36483 -0.47836 1.48483 -0.08
C 1.93092 -3.01682 -1.74969 0.45
C 0.98020 -4.02812 -1.85726 -0.51
C 1.27663 -5.15746 -2.60802 -0.81
C 2.51302 -5.26638 -3.22731 -0.73
C 3.44469 -4.23365 -3.13417 -0.96
C 3.15564 -3.09571 -2.40469 -0.01
C 2.18392 1.57625 -3.38418 0.77
C 1.90934 0.70154 -4.42447 -0.30
C 1.99691 1.18119 -5.72458 -0.82
C 2.35399 2.50180 -5.95931 -0.67
C 2.63150 3.36118 -4.89977 -0.71
C 2.54793 2.90150 -3.59950 -0.98
C 3.80126 1.25392 -1.14604 1.01
C 4.74845 0.44989 -1.77201 -1.06
C 6.07961 0.59754 -1.42676 -0.85
C 6.45146 1.54738 -0.48031 -0.72
C 5.49250 2.33701 0.13963 -0.98
C 4.15206 2.19280 -0.18726 -0.16
C -0.18900 4.19343 -0.38695 0.55
C 0.96898 4.91769 -0.17513 0.07
C 0.85484 6.26909 0.12907 -0.93
C -0.39388 6.86209 0.23225 -0.52
C -1.55082 6.11198 0.03950 -0.86
C -1.45224 4.76273 -0.25019 -0.52
C -0.89174 2.41815 -2.33075 0.64
C -0.52718 3.42657 -3.21883 -0.32
C -0.96296 3.36326 -4.52982 -0.84
C -1.75175 2.30102 -4.95711 -0.88
C -2.11708 1.30259 -4.06725 -0.56
C -1.69414 1.35747 -2.74656 -0.55
H 4.05912 -2.93824 -0.14628 0.71
H 5.79010 -2.26127 1.45661 0.48
H 5.34760 -0.45030 3.08243 0.50
H 3.11207 0.60428 3.17306 0.66
H 1.39912 0.01057 1.49325 0.37
H 0.01968 -3.91677 -1.36415 0.61
H 0.54399 -5.94596 -2.71668 0.48
H 2.74948 -6.15063 -3.80511 0.45
H 4.39750 -4.31703 -3.64006 0.49
H 3.85861 -2.27683 -2.35714 0.33
H 1.64283 -0.32513 -4.21674 0.57
H 1.79629 0.51709 -6.55472 0.52
H 2.42607 2.86471 -6.97652 0.47
H 2.91929 4.38641 -5.09089 0.50
H 2.76903 3.55284 -2.76115 0.36
H 4.44410 -0.25886 -2.53182 0.29
H 6.83038 -0.01440 -1.90953 0.52
H 7.49765 1.67812 -0.23540 0.47
H 5.79062 3.07854 0.86930 0.53
H 3.38837 2.79289 0.28607 0.56
H 1.93662 4.44247 -0.25797 0.31
H 1.74971 6.85718 0.28137 0.48
H -0.47208 7.91330 0.47643 0.43
H -2.52405 6.57515 0.12524 0.45
H -2.34399 4.15945 -0.39007 0.45
H 0.08605 4.25457 -2.88873 0.54
H -0.68199 4.14646 -5.22182 0.51
H -2.08887 2.25912 -5.98489 0.46
H -2.73213 0.47448 -4.39585 0.64
H -1.98820 0.57651 -2.06314 0.39
C -1.88674 2.48842 6.23683 -1.42
C -1.27238 1.15555 6.62761 -0.22
N -1.87966 0.08939 5.81331 -0.13
C -1.43458 -1.10135 5.44906 0.58
S -2.38564 -2.00068 4.27358 -0.44
N -0.36217 -1.70406 5.94335 -0.11
C 0.57642 -1.31027 7.00459 -0.70
C 1.89426 -0.80647 6.43476 -0.89
H -1.53744 3.26586 6.91463 0.41
H -2.97545 2.45320 6.31496 0.41
H -1.61107 2.76857 5.21972 0.28
H -1.45293 0.96589 7.68565 0.33
H -0.20011 1.17418 6.44475 0.19
H -2.78663 0.31340 5.43363 0.36
H -0.17670 -2.59520 5.51105 0.18
H 0.74972 -2.19557 7.61448 0.37
H 0.11684 -0.56412 7.63987 0.31
H 2.36557 -1.56883 5.81123 0.34
H 2.57894 -0.56463 7.24837 0.41
H 1.74531 0.09065 5.82931 0.16
N -5.64071 -3.02167 0.19257 -0.34
C -5.31949 -1.74155 0.37504 0.44
S -4.71926 -1.21224 1.88475 -0.39
N -5.51649 -0.84824 -0.60818 -0.08
C -6.11862 -1.01723 -1.89203 0.24
C -7.21281 -1.84556 -2.10212 -0.31
C -7.76601 -1.94061 -3.37342 -0.68
C -7.23972 -1.21360 -4.42892 -0.51
C -6.16328 -0.36590 -4.20658 -0.56
C -5.60856 -0.26152 -2.94114 -0.24
H -5.55637 -3.65117 0.96954 0.21
H -6.01489 -3.36231 -0.67713 0.24
H -5.15441 0.06913 -0.41046 0.21
H -7.68653 -2.36588 -1.28006 0.59
H -8.62716 -2.57630 -3.53159 0.40
H -7.67888 -1.28884 -5.41447 0.41
H -5.75616 0.22095 -5.02101 0.41
H -4.77397 0.40699 -2.75786 0.30
C 0.99436 -4.47187 2.00405 -0.58
S -0.73221 -4.26587 2.42296 0.62
C -1.31669 -5.82058 1.77373 -1.20
O -1.24367 -3.20400 1.45700 -0.92
H 1.09654 -4.67545 0.93738 0.09
H 1.40313 -5.28913 2.59920 0.60
H 1.49973 -3.54048 2.25980 -0.04
H -0.75775 -6.61897 2.26242 0.48
H -1.18211 -5.84758 0.69302 0.27
H -2.37099 -5.91085 2.02782 0.38
C -2.16291 0.90908 2.58576 -1.37
H -2.85761 1.04853 3.40830 0.38
H -2.50988 1.49449 1.73177 0.50
H -1.15895 1.23939 2.86871 0.25

[3]
124
Properties=species:S:1:pos:R:3:lowdin_spin:R:1 method="wB97M-V/def2-TZVPD" s2=0.769 relative_energy_kj_mol=108.84 charge=+1 e_homo_ha="-0.3895 / -0.3895" energy_ev=-134650.9643 lumo_energy_ha="-0.12083 / -0.12159" homo_lumo_gap_ev="7.3 / 7.3" multiplicity=2
V -0.73674 -0.15891 -0.22024 1.05
C -3.29451 -3.30803 1.18723 0.00
C -2.07189 -2.63574 0.65979 0.02
N -2.06940 -1.39239 0.36948 -0.03
N -3.18203 -0.54916 0.55943 -0.01
C -3.38638 0.20590 -0.49183 0.00
S -2.44265 0.05259 -1.96327 0.01
S -4.67900 1.38637 -0.32290 0.00
C -5.61058 0.97431 -1.84524 0.00
C -6.23703 -0.39164 -1.77068 0.00
C -5.68206 -1.45517 -2.47400 0.00
C -6.24145 -2.72580 -2.38822 0.00
C -7.35854 -2.94142 -1.59656 0.00
C -7.91731 -1.88153 -0.88862 0.00
C -7.35814 -0.61730 -0.97536 0.00
C -0.82001 -3.38777 0.43155 0.00
C -0.74111 -4.73802 0.77212 0.01
C 0.40275 -5.47092 0.51135 0.00
C 1.48528 -4.86261 -0.11376 0.01
C 1.43363 -3.52444 -0.47079 0.00
C 0.29362 -2.81342 -0.18089 0.00
O 0.25322 -1.47198 -0.51754 -0.04
H -4.14041 -2.62820 1.18425 0.00
H -3.11441 -3.64708 2.20970 0.00
H -3.53621 -4.18125 0.58130 0.00
H -4.94096 1.06771 -2.69862 0.00
H -6.35794 1.76521 -1.90314 0.00
H -4.81358 -1.28838 -3.09950 0.00
H -5.81183 -3.54179 -2.95576 0.00
H -7.80049 -3.92752 -1.53573 0.00
H -8.79513 -2.04191 -0.27633 0.00
H -7.79199 0.20453 -0.41620 0.00
H -1.58664 -5.21746 1.24535 0.00
H 0.44960 -6.51479 0.78814 0.00
H 2.37998 -5.43291 -0.32528 0.00
H 2.26325 -3.02170 -0.94837 0.00
C -0.34883 0.08597 1.80519 -0.02
Si -0.52273 1.86151 2.29884 0.00
C 0.40618 2.54375 0.81327 0.00
N -0.23945 2.01247 -0.44581 0.00
C -1.28247 3.00056 -0.91550 0.00
C -0.75895 3.99082 -1.96163 0.00
C 0.70979 4.35438 -1.77561 0.00
C 1.58591 3.09055 -1.81711 0.00
C 0.77945 1.82516 -1.52728 0.00
C -2.25213 2.48793 2.49246 0.00
C -3.26880 1.64076 2.94197 0.00
C -4.54465 2.12616 3.20300 0.00
C -4.82488 3.47120 3.01148 0.00
C -3.82558 4.33377 2.57429 0.00
C -2.55136 3.84461 2.32710 0.00
C 0.39743 2.18013 3.88473 0.00
C 1.79378 2.05958 3.91646 0.00
C 2.50538 2.22708 5.09495 0.00
C 1.82838 2.51494 6.27368 0.00
C 0.44695 2.63361 6.26718 0.00
C -0.26273 2.47125 5.08154 0.00
H -0.88556 -0.61608 2.44339 0.00
H 0.72415 -0.13990 1.84266 0.00
H 1.41344 2.11848 0.88007 0.00
H 0.51480 3.62724 0.76069 0.00
H -1.65686 3.50676 -0.03069 0.00
H -2.11400 2.45606 -1.34862 0.00
H -1.38500 4.88255 -1.92015 0.00
H -0.89564 3.56216 -2.95839 0.00
H 0.84514 4.87931 -0.82871 0.00
H 1.02076 5.04889 -2.55566 0.00
H 2.41406 3.16812 -1.11029 0.00
H 2.03092 2.96670 -2.80706 0.00
H 1.44958 1.01758 -1.21619 0.00
H 0.24188 1.50575 -2.42254 0.00
H -3.07078 0.58497 3.08584 0.00
H -5.31876 1.45313 3.54964 0.00
H -5.81956 3.85142 3.20836 0.00
H -4.03877 5.38588 2.43390 0.00
H -1.77555 4.54040 2.01920 0.00
H 2.34241 1.82489 3.00756 0.00
H 3.58412 2.12998 5.09766 0.00
H 2.37983 2.64830 7.19572 0.00
H -0.08025 2.85581 7.18615 0.00
H -1.34190 2.57632 5.09279 0.00
C 6.66110 4.47286 0.80637 0.00
C 6.12480 3.04277 0.92818 0.00
C 4.61815 3.16394 1.22867 0.00
C 6.77786 2.38989 2.15296 0.00
C 6.36500 2.23940 -0.41345 0.00
O 5.27867 2.53915 -1.31895 0.00
C 7.67186 2.56734 -1.20288 0.00
C 8.94574 1.70106 -1.08453 0.00
C 9.65602 1.69979 0.24558 0.00
C 9.79755 0.53993 0.99592 0.00
C 10.42507 0.55371 2.23573 0.00
C 10.92674 1.74699 2.72257 0.00
Cl 11.70426 1.78268 4.27559 0.00
C 10.82925 2.91493 1.98132 0.00
C 10.20081 2.87982 0.74784 0.00
C 6.30930 0.71215 -0.28737 0.00
N 5.02471 0.15570 0.13692 0.00
C 3.85781 0.14962 -0.51267 0.00
N 2.89421 -0.30773 0.26760 0.00
C 3.56797 -0.60241 1.41502 0.00
N 4.85367 -0.33774 1.38693 0.00
H 6.28378 5.06425 1.64281 0.00
H 6.33317 4.97206 -0.11195 0.00
H 7.75003 4.51126 0.84840 0.00
H 4.50179 3.60826 2.22038 0.00
H 4.10473 2.20460 1.23800 0.00
H 4.10772 3.81259 0.51452 0.00
H 6.67402 3.06770 3.00400 0.00
H 7.83990 2.21060 2.01655 0.00
H 6.29682 1.44966 2.42101 0.00
H 5.33876 3.47016 -1.56141 0.00
H 7.95337 3.60524 -1.03155 0.00
H 7.36186 2.50097 -2.24735 0.00
H 9.63925 2.09533 -1.83071 0.00
H 8.73740 0.67334 -1.38646 0.00
H 9.41051 -0.39852 0.61302 0.00
H 10.52542 -0.35138 2.81902 0.00
H 11.24490 3.83518 2.36922 0.00
H 10.13495 3.79334 0.16596 0.00
H 7.04208 0.34958 0.42668 0.00
H 6.52905 0.29791 -1.27096 0.00
H 3.76239 0.51367 -1.52348 0.00
H 3.09532 -1.01430 2.29437 0.00